Model A:
{
  "formula": "C3H9N2O2",
  "method": "the ωB97M-V functional and the def2-TZVPD basis",
  "charge": 1,
  "homo_ev": -13.985,
  "mol_weight_da": 105.1,
  "orbital_gap_ev": 10.26,
  "symbols": ["O", "C", "O", "C", "H", "H", "H", "H", "N", "C", "N", "H", "H", "H", "H", "H"],
  "coordinates": [[2.257, 0.084, 3.007], [1.315, 0.154, 2.298], [1.296, -0.531, 1.085], [0.013, 0.864, 2.508], [2.153, -1.007, 1.053], [-0.740, 0.079, 2.424], [-0.110, 1.712, 1.837], [-0.031, 1.318, 3.494], [-1.560, -0.353, -3.061], [-0.723, -0.763, -2.142], [0.055, 0.014, -1.440], [-1.622, 0.595, -3.394], [-2.069, -1.011, -3.634], [-0.657, -1.835, -2.003], [0.518, -0.342, -0.598], [-0.093, 1.020, -1.433]]
}

Model B:
{
  "formula": "C3H9N2O2",
  "method": "the ωB97M-V functional and the def2-TZVPD basis",
  "charge": 1,
  "homo_ev": -14.458,
  "mol_weight_da": 105.1,
  "orbital_gap_ev": 11.65,
  "symbols": ["C", "C", "N", "C", "N", "H", "H", "H", "H", "H", "H", "H", "O", "H", "H", "O"],
  "coordinates": [[-0.719, 1.720, -0.025], [-1.472, 1.280, 0.998], [-0.628, 0.487, 1.761], [0.573, 0.445, 1.219], [0.530, 1.154, 0.113], [-0.896, 2.353, -0.876], [-2.441, 1.556, 1.394], [-0.958, -0.014, 2.569], [1.353, -0.125, 1.691], [1.307, 1.379, -0.492], [0.508, -0.430, -3.131], [-0.164, -1.155, -1.856], [0.385, -0.420, -2.177], [1.458, -2.248, -0.571], [0.592, -3.475, -0.326], [0.571, -2.510, -0.292]]
}

Model C:
{
  "formula": "C3H9N2O2",
  "method": "the ωB97M-V functional and the def2-TZVPD basis",
  "charge": 1,
  "homo_ev": -13.131,
  "mol_weight_da": 105.1,
  "orbital_gap_ev": 9.76,
  "symbols": ["C", "C", "C", "N", "N", "O", "O", "H", "H", "H", "H", "H", "H", "H", "H", "H"],
  "coordinates": [[-3.874, -0.066, 0.051], [-2.612, -0.368, -0.020], [-0.265, 0.439, 0.126], [3.513, -0.041, -0.087], [-1.552, 0.550, -0.081], [0.510, 1.434, 0.014], [2.136, -0.290, 0.097], [-4.642, -0.818, 0.024], [-4.353, 1.013, 0.046], [-2.488, -1.425, 0.204], [-0.070, -0.642, 0.193], [4.021, -0.893, 0.120], [3.545, 0.316, -1.012], [3.872, 0.628, 0.605], [-1.819, 1.538, -0.221], [1.561, 0.774, 0.142]]
}

Quick one: most stable of them? model A

Model A:
{
  "formula": "H35O17",
  "method": "the ωB97M-V functional and the def2-TZVPD basis",
  "charge": 1,
  "homo_ev": -13.325,
  "mol_weight_da": 307.3,
  "orbital_gap_ev": 10.07,
  "symbols": ["O", "H", "H", "O", "H", "H", "O", "H", "H", "O", "H", "H", "O", "H", "O", "H", "H", "O", "H", "H", "O", "H", "H", "O", "H", "H", "O", "H", "H", "O", "H", "H", "O", "H", "H", "O", "H", "H", "O", "H", "H", "O", "H", "H", "O", "H", "H", "O", "H", "H", "H", "H"],
  "coordinates": [[3.130, 1.139, -2.791], [0.171, 2.139, 2.176], [3.726, 1.107, -2.027], [-0.135, 1.358, 1.700], [-0.277, -0.827, 0.713], [-2.851, 2.038, -0.204], [0.469, 3.239, -3.481], [-0.387, 3.053, -3.587], [0.811, -4.408, -2.616], [1.723, 1.181, 3.866], [2.098, 0.612, 3.302], [1.622, 1.954, -5.371], [-0.105, -4.452, -2.349], [-5.652, 0.077, -0.203], [-0.925, -0.455, 3.349], [-0.136, 0.232, 3.362], [3.047, 2.570, 0.094], [-0.945, -3.183, -0.415], [0.674, -0.889, 1.734], [3.137, -3.226, 0.552], [-5.715, -0.924, -0.261], [2.291, 0.967, -2.511], [-4.896, -0.720, -0.782], [0.004, -1.642, 1.466], [-2.338, 3.234, 0.650], [-0.372, -1.127, 2.632], [3.726, 2.408, -0.684], [0.785, -3.452, 3.223], [3.765, 3.191, -1.173], [-3.333, -0.144, 1.160], [-2.719, -0.756, -2.373], [0.081, 5.153, 1.370], [2.771, -2.986, -0.183], [-4.084, -0.524, 1.278], [3.105, -3.594, -0.785], [-2.892, -1.192, -1.555], [-2.294, -1.942, -1.380], [-0.083, -2.937, -0.748], [0.327, 4.299, 1.435], [-0.995, -4.132, -0.587], [-1.784, 0.126, 3.078], [1.323, 1.093, -5.085], [1.085, 2.617, -3.787], [-0.544, 1.919, 0.909], [-2.291, 2.208, 0.669], [1.064, 4.060, 1.823], [2.365, 2.029, 3.975], [1.631, -2.948, 3.425], [2.126, -3.557, 3.910], [-0.690, -3.834, -2.761], [-2.770, -0.747, 0.701], [2.154, 0.594, -4.852]]
}

Model B:
{
  "formula": "H35O17",
  "method": "the ωB97M-V functional and the def2-TZVPD basis",
  "charge": 1,
  "homo_ev": -12.988,
  "mol_weight_da": 307.3,
  "orbital_gap_ev": 10.37,
  "symbols": ["O", "H", "H", "O", "H", "H", "O", "H", "H", "O", "H", "H", "O", "H", "O", "H", "H", "O", "H", "H", "O", "H", "H", "O", "H", "H", "O", "H", "H", "O", "H", "H", "O", "H", "H", "O", "H", "H", "O", "H", "H", "O", "H", "H", "O", "H", "H", "O", "H", "H", "H", "H"],
  "coordinates": [[2.058, -0.814, -0.783], [-0.760, -3.068, 3.196], [-0.263, -1.698, 2.731], [-0.722, -2.488, 2.429], [4.527, 0.058, 0.000], [-3.734, 2.459, -1.868], [0.413, 0.075, -2.944], [-0.015, 0.921, -3.070], [1.216, 0.528, 0.576], [-4.686, 0.856, 0.428], [-5.000, 1.014, 1.299], [2.380, -0.193, 2.157], [2.109, 0.564, 1.618], [-0.844, 1.865, -2.631], [-2.086, 1.352, 1.103], [-2.967, 1.705, 0.858], [-3.183, -2.308, -2.608], [0.895, 2.150, 4.509], [-3.151, 0.939, -2.614], [-0.511, -2.315, -1.061], [4.631, 1.422, 2.000], [2.401, -0.387, -1.560], [5.428, 0.950, 1.854], [5.255, -0.536, 0.216], [-4.157, 3.449, -0.990], [5.614, -0.960, -0.566], [-2.761, -2.806, -3.319], [0.349, 2.398, 5.271], [-1.933, -3.039, -2.906], [1.559, -3.059, -1.670], [2.325, -2.391, 3.989], [0.235, 0.350, -0.568], [-1.297, -2.496, -0.540], [2.077, -3.830, -1.938], [-1.012, -2.545, 0.375], [2.438, -1.836, 3.213], [2.355, -1.753, -0.923], [0.866, -0.329, -3.680], [0.249, 1.018, 0.167], [1.684, 1.921, 5.022], [-2.069, 1.612, 2.012], [-0.794, 2.534, -1.926], [3.370, -1.700, 3.004], [4.346, 1.762, 2.829], [-4.598, 2.793, -1.557], [-0.425, 0.638, 0.798], [-5.275, 1.312, -0.176], [-2.937, 1.269, -3.482], [-3.811, 1.604, -3.738], [2.399, 1.382, 2.020], [0.713, -3.460, -1.427], [-1.321, 3.163, -2.457]]
}

Quick one: most stable of them? model B

Model A:
{
  "formula": "CH2NO3P",
  "method": "the ωB97M-V functional and the def2-TZVPD basis",
  "charge": -2,
  "homo_ev": 1.468,
  "mol_weight_da": 107.0,
  "orbital_gap_ev": 3.33,
  "symbols": ["C", "N", "O", "O", "O", "P", "H", "H"],
  "coordinates": [[0.164, 0.906, -0.911], [-0.543, 0.102, -0.471], [4.966, -0.567, -0.837], [2.976, 0.844, 0.096], [2.843, -1.639, 0.141], [3.647, -0.452, -0.170], [0.608, 1.641, -1.444], [-14.660, -0.835, 3.595]]
}

Model B:
{
  "formula": "CH2NO3P",
  "method": "the ωB97M-V functional and the def2-TZVPD basis",
  "charge": -2,
  "homo_ev": [1.125, 1.691],
  "mol_weight_da": 107.0,
  "orbital_gap_ev": [6.07, 5.49],
  "symbols": ["C", "N", "O", "O", "O", "P", "H", "H"],
  "coordinates": [[-0.633, -0.558, 0.741], [-0.052, 0.101, -1.793], [-1.160, -2.542, 2.537], [-1.195, 0.101, 2.035], [-3.177, -1.688, 1.353], [-1.708, -1.481, 1.681], [0.330, -0.909, 0.992], [0.153, -0.901, -1.871]]
}

Quick one: most stable of them? model A

Model A:
{
  "formula": "C6H12Cl6",
  "method": "the ωB97M-V functional and the def2-TZVPD basis",
  "smiles": "ClCCCl.ClCCCl.ClCCCl",
  "homo_ev": -10.612,
  "mol_weight_da": 296.9,
  "orbital_gap_ev": 11.19,
  "symbols": ["Cl", "C", "C", "Cl", "H", "H", "H", "H", "Cl", "C", "C", "Cl", "H", "H", "H", "H", "Cl", "C", "C", "Cl", "H", "H", "H", "H"],
  "coordinates": [[-0.247, 2.945, -2.146], [-0.753, 2.103, -0.684], [-1.927, 2.785, -0.032], [-1.485, 4.277, 0.819], [-0.015, 2.357, 0.077], [-0.964, 1.045, -0.840], [-2.417, 2.132, 0.690], [-2.709, 3.058, -0.740], [5.870, 2.814, 1.225], [6.334, 1.491, 2.307], [6.839, 0.303, 1.453], [5.558, -0.603, 0.543], [5.419, 1.175, 2.806], [7.016, 1.920, 3.042], [7.192, -0.404, 2.204], [7.647, 0.697, 0.837], [-4.138, -2.828, 0.396], [-4.634, -3.804, -1.036], [-5.812, -3.401, -1.950], [-5.370, -1.888, -2.712], [-4.806, -4.840, -0.744], [-3.743, -3.937, -1.651], [-6.655, -3.192, -1.291], [-6.199, -4.206, -2.574]]
}

Model B:
{
  "formula": "C6H12Cl6",
  "method": "the ωB97M-V functional and the def2-TZVPD basis",
  "smiles": "ClCCCl.ClCCCl.ClCCCl",
  "homo_ev": -10.557,
  "mol_weight_da": 296.9,
  "orbital_gap_ev": 11.10,
  "symbols": ["Cl", "C", "C", "Cl", "H", "H", "H", "H", "Cl", "C", "C", "Cl", "H", "H", "H", "H", "Cl", "C", "C", "Cl", "H", "H", "H", "H"],
  "coordinates": [[2.357, -1.136, -2.745], [2.833, -1.166, -1.006], [2.222, -2.369, -0.328], [0.554, -2.032, 0.252], [2.439, -0.221, -0.647], [3.918, -1.165, -0.958], [2.789, -2.591, 0.576], [2.180, -3.223, -0.992], [-2.673, -2.447, -1.438], [-2.448, -0.708, -1.641], [-2.998, 0.057, -0.455], [-4.755, 0.037, -0.386], [-2.981, -0.439, -2.550], [-1.385, -0.513, -1.764], [-2.640, 1.088, -0.482], [-2.630, -0.357, 0.485], [0.957, 2.084, -0.321], [-0.025, 2.134, 1.151], [0.875, 2.157, 2.365], [-0.159, 1.984, 3.829], [-0.752, 1.324, 1.180], [-0.649, 3.027, 1.086], [1.366, 3.118, 2.475], [1.607, 1.357, 2.314]]
}

Quick one: most stable of them? model B

Model A:
{
  "formula": "CH3IN2O",
  "method": "the ωB97M-V functional and the def2-TZVPD basis",
  "smiles": "CN(I)N=O",
  "homo_ev": -9.495,
  "mol_weight_da": 186.0,
  "orbital_gap_ev": 8.54,
  "symbols": ["C", "N", "N", "O", "I", "H", "H", "H"],
  "coordinates": [[-0.361, 0.772, 0.179], [1.261, -1.107, -0.164], [-0.105, -0.674, 0.034], [2.094, -0.214, -0.015], [-1.551, -1.995, -0.710], [-1.257, 0.911, -0.489], [-0.646, 1.075, 1.242], [0.565, 1.232, -0.075]]
}

Model B:
{
  "formula": "CH3IN2O",
  "method": "the ωB97M-V functional and the def2-TZVPD basis",
  "smiles": "[H]/N=N/OCI",
  "homo_ev": -9.661,
  "mol_weight_da": 186.0,
  "orbital_gap_ev": 9.80,
  "symbols": ["C", "N", "N", "O", "I", "H", "H", "H"],
  "coordinates": [[-0.595, 1.053, 0.224], [1.285, -1.558, -0.546], [0.642, -0.801, 0.183], [0.519, 0.449, -0.332], [-2.473, 0.199, -0.500], [-0.465, 2.027, -0.255], [-0.391, 1.089, 1.407], [1.479, -2.458, -0.181]]
}

Model C:
{
  "formula": "CH3IN2O",
  "method": "the ωB97M-V functional and the def2-TZVPD basis",
  "homo_ev": [-8.957, -8.951],
  "mol_weight_da": 186.0,
  "orbital_gap_ev": [7.55, 7.49],
  "symbols": ["C", "N", "N", "O", "I", "H", "H", "H"],
  "coordinates": [[-0.241, -0.926, 0.091], [0.008, 0.370, 0.083], [1.784, 1.133, -0.704], [0.428, -1.895, -0.160], [3.171, -0.023, 0.078], [-1.097, -1.017, 0.838], [-0.708, 1.157, 0.021], [1.587, 0.932, -1.799]]
}

Quick one: most stable of them? model B